# 1
This record from the Open Molecules 2025 dataset describes a cluster of 2 separate species, C4H13N3O in total. The level of theory is ωB97M-V/def2-TZVPD.

Each line ends with the Löwdin charge.
Atoms and positions in Å:
C1 1.60763 -1.59964 -2.62744  -0.014
C2 1.68205 -1.46396 -1.12614  -0.605
N1 2.66112 -0.62739 -0.66932  0.147
O1 0.95274 -2.06929 -0.37010  0.030
H1 2.58950 -1.84401 -3.03475  0.079
H2 1.27415 -0.66315 -3.07900  0.082
H3 0.90062 -2.38269 -2.88411  0.080
H4 3.05924 0.05607 -1.28842  0.095
H5 2.61627 -0.39051 0.30736  0.101
C3 -1.94805 1.31677 2.51946  -0.151
N2 -2.27084 0.58787 1.30164  -0.133
C4 -1.09243 0.23978 0.50657  -0.349
N3 -0.52448 1.36327 -0.22110  0.009
H6 -2.85058 1.44253 3.11619  0.073
H7 -1.18456 0.81701 3.13008  0.074
H8 -1.58297 2.31289 2.26739  0.065
H9 -2.76188 -0.26359 1.54173  0.094
H10 -1.41027 -0.51002 -0.21642  0.107
H11 -0.30068 -0.19396 1.12793  0.099
H12 -1.26981 1.83097 -0.73018  0.068
H13 -0.14677 2.04105 0.42863  0.049

Output
Highest occupied orbital energy in Ha: -0.3260
E_LUMO in eV: 0.9416
Maximum force in hartree/bohr: 0.00533
Gap between HOMO and LUMO in eV: 9.81
Energy above the lowest of the compared OMol25 structures with the same formula, charge and spin in kJ/mol: 68.8
Multiplicity: 1
SMILES string: CC(N)=O.CNCN
Energy in Eh: -399.7211



# 2
This record from the Open Molecules 2025 dataset describes an isolated molecule of C3H5N3 at a distorted geometry. The level of theory is ωB97M-V/def2-TZVPD.

Each line ends with the Löwdin charge.
Atoms and positions in Å:
N1 -0.30503 1.22530 -1.63785  0.087
C1 -0.17407 0.42681 -0.49813  -0.422
C2 1.01173 0.04803 0.21424  -0.050
C3 0.56587 -0.86463 1.12490  -0.137
N2 -0.77495 -0.95097 1.01410  -0.048
N3 -1.24614 -0.13851 0.02873  0.058
H1 0.44212 1.09916 -2.30830  0.082
H2 -1.20029 1.05895 -2.08625  0.083
H3 1.85125 0.61461 0.57147  0.092
H4 1.16083 -1.45664 1.80649  0.112
H5 -1.36306 -1.11175 1.81582  0.142

Output
Highest occupied orbital energy in Ha: -0.3096
E_LUMO in eV: 1.1251
Maximum force in hartree/bohr: 0.02997
Gap between HOMO and LUMO in eV: 9.55
Energy above the lowest of the compared OMol25 structures with the same formula, charge and spin in kJ/mol: 107.0
Multiplicity: 1
SMILES string: Nc1cc[nH]n1
Energy in Eh: -281.5493



# 3
This record from the Open Molecules 2025 dataset describes an isolated molecule of C6H12Cl2Si at a distorted geometry. The level of theory is ωB97M-V/def2-TZVPD.

Each line ends with the Löwdin charge.
Atoms and positions in Å:
C1 -0.31304 1.61242 -2.31717  -0.173
Si1 -0.43808 0.20781 -0.85802  0.561
C2 -2.24954 0.26788 -0.08148  -0.191
C3 -0.00358 -1.38595 -1.82436  -0.181
C4 0.68088 0.46234 0.67020  -0.683
Cl1 1.14392 2.00578 1.15305  0.630
C5 0.98311 -0.91597 1.94094  -0.076
C6 1.69189 -0.38947 3.14163  -0.657
Cl2 3.24116 -1.30388 3.37158  0.516
H1 -0.87582 1.34555 -3.24761  0.037
H2 -0.67865 2.61303 -2.16396  0.008
H3 0.65637 1.65404 -2.65285  -0.026
H4 -2.39203 0.89289 0.87227  0.053
H5 -2.88437 0.67647 -0.84379  -0.005
H6 -2.62486 -0.72614 0.21877  0.019
H7 -0.22108 -1.14844 -2.80669  -0.022
H8 0.94730 -1.96525 -1.73618  0.049
H9 -0.79346 -2.04930 -1.36997  0.036
H10 1.16621 -1.94065 1.60699  0.054
H11 1.01025 -0.56065 3.90459  0.047
H12 1.95341 0.64748 3.02206  0.004

Output
Highest occupied orbital energy (alpha / beta) in Ha: -0.3030 / -0.3232
E_LUMO (alpha / beta) in eV: -0.2049 / -0.1021
Maximum force in hartree/bohr: 0.11801
Gap between HOMO and LUMO (alpha / beta) in eV: 8.04 / 8.69
Energy above the lowest of the compared OMol25 structures with the same formula, charge and spin in kJ/mol: 526.9
Multiplicity: 1
SMILES string: C[Si](C)(C)/C(Cl)=C/CCl
Energy in Eh: -1445.5344



# 4
This record from the Open Molecules 2025 dataset describes a cluster of 2 separate species, HNO2S in total at a distorted geometry. The level of theory is ωB97M-V/def2-TZVPD.

Each line ends with the Löwdin charge.
Atoms and positions in Å:
N1 -1.26400 0.48234 0.18190  0.000
O1 1.32280 -0.89286 0.47542  -0.675
O2 -2.16416 0.37769 0.92870  -0.002
S1 0.87011 -0.61897 -0.91701  0.766
H1 1.23526 0.65180 -0.66901  -0.090

Output
Highest occupied orbital energy (alpha / beta) in Ha: -0.3353 / -0.3351
E_LUMO (alpha / beta) in eV: -0.3326 / -1.0005
Maximum force in hartree/bohr: 0.07989
Gap between HOMO and LUMO (alpha / beta) in eV: 8.79 / 8.12
Energy above the lowest of the compared OMol25 structures with the same formula, charge and spin in kJ/mol: 266.6
Multiplicity: 1
Energy in Eh: -603.8589